[1]
A molecular structure, C15H24BrNO6PPt, computed with ωB97M-V/def2-TZVPD.

Results
HOMO (alpha / beta): -10.68 / -13.77 eV
ΔE to the lowest compared entry with this formula, charge and spin: 0.6 kcal per mole
HOMO-LUMO gap (alpha / beta): 7.27 / 6.51 eV
spin multiplicity: 5
total charge: +1
⟨S²⟩: 6.033

Element x y z (Å)
Pt1 -0.292 0.032 -0.167
Br1 -3.876 0.935 0.502
C1 -3.166 -0.619 1.197
C2 -4.082 -1.472 1.928
C3 -3.591 -2.687 2.515
C4 -2.292 -2.981 2.371
C5 -1.415 -2.061 1.603
N1 -1.914 -0.883 1.013
C6 -0.032 -2.334 1.396
O1 0.561 -3.282 1.851
O2 0.636 -1.413 0.599
H1 -5.111 -1.167 2.025
H2 -4.267 -3.333 3.055
H3 -1.833 -3.868 2.783
C7 1.499 0.421 -1.081
H4 2.207 0.696 -0.304
H5 1.325 1.233 -1.788
H6 1.805 -0.493 -1.583
C8 -2.434 3.590 -4.818
C9 -3.225 2.463 -4.176
C10 -4.518 2.952 -3.554
C11 -3.462 1.325 -5.147
O3 -2.422 1.843 -3.085
P1 -1.359 2.530 -2.196
O4 -0.035 2.840 -2.739
O5 -1.136 1.375 -1.091
O6 -2.125 3.652 -1.440
C12 -1.524 4.773 -0.675
C13 -0.918 5.754 -1.660
C14 -2.700 5.373 0.067
C15 -0.482 4.215 0.279
H7 -2.991 3.964 -5.677
H8 -1.460 3.241 -5.159
H9 -2.285 4.419 -4.124
H10 -5.138 3.408 -4.325
H11 -4.322 3.696 -2.782
H12 -5.071 2.121 -3.115
H13 -4.079 1.675 -5.974
H14 -3.977 0.501 -4.654
H15 -2.517 0.958 -5.548
H16 -1.688 6.161 -2.317
H17 -0.147 5.284 -2.271
H18 -0.470 6.578 -1.105
H19 -3.454 5.725 -0.636
H20 -2.363 6.218 0.666
H21 -3.156 4.637 0.731
H22 0.357 3.775 -0.264
H23 -0.922 3.462 0.936
H24 -0.092 5.023 0.896

=====

[2]
A molecular structure, C8H10INV at a distorted geometry, computed with ωB97M-V/def2-TZVPD.

Results
HOMO (alpha / beta): 3.08 / -1.40 eV
ΔE to the lowest compared entry with this formula, charge and spin: 2.8 kcal per mole
HOMO-LUMO gap (alpha / beta): 1.60 / 6.30 eV
spin multiplicity: 4
total charge: -2
⟨S²⟩: 3.812

Element x y z (Å)
C1 0.070 -1.299 -1.904
C2 -1.219 -1.229 -1.296
C3 -1.147 -1.855 -0.004
C4 0.174 -2.397 0.149
C5 0.923 -2.082 -1.036
V1 0.377 -0.300 0.080
C6 -1.519 2.090 -1.656
C7 -0.718 2.719 -2.500
C8 0.461 3.158 -2.948
N1 1.981 -0.132 0.604
H1 -1.967 -1.928 0.686
H2 -2.117 -0.852 -1.771
H3 0.549 -2.960 1.019
H4 1.938 -2.370 -1.275
H5 0.319 -0.962 -2.899
H6 -2.103 1.206 -1.900
H7 2.899 0.347 0.489
H8 -1.508 2.307 -0.588
H9 0.671 3.805 -3.800
H10 1.343 2.830 -2.405
I1 -0.918 0.480 2.156

=====

[3]
A molecular structure, C37H90Br3FIN13O11P5S at a distorted geometry, computed with ωB97M-V/def2-TZVPD.

Results
HOMO: -10.07 eV
HOMO-LUMO gap: 7.19 eV
total charge: +1

Element x y z (Å)
C1 -5.414 0.534 2.628
C2 -4.089 0.405 1.849
C3 -4.263 0.768 0.359
C4 -3.514 -0.042 -0.721
C5 -4.118 0.463 -2.095
O1 -3.950 -0.142 -3.106
N1 -4.972 1.619 -2.094
C6 -6.035 1.507 -3.006
O2 -6.239 2.196 -3.940
F1 -6.840 0.489 -2.655
C7 -3.913 -1.551 -0.799
I1 -5.805 -2.017 0.128
N2 -2.809 -2.508 -0.401
C8 -3.262 -3.895 -0.057
O3 -3.400 -3.845 1.324
C9 -3.607 -5.130 1.930
O4 -4.394 -4.948 3.041
C10 -3.660 -4.816 4.254
C11 -4.609 -4.590 5.409
O5 -5.188 -5.774 5.927
C12 -1.588 -2.399 -1.308
C13 -1.949 -2.630 -2.833
Br1 -0.470 -3.279 -3.910
C14 -3.180 -3.552 -3.180
C15 -3.878 -2.918 -4.408
Br2 -2.753 -5.365 -3.726
P1 -0.291 -3.641 -0.661
N3 -0.386 -3.838 0.887
O6 1.194 -3.286 -1.067
O7 -0.586 -5.050 -1.344
C16 -0.930 -0.954 -1.087
O8 -0.082 -1.112 0.068
C17 0.097 -0.619 -2.165
C18 1.237 0.351 -1.804
N4 2.013 0.456 -3.051
C19 -1.935 0.248 -0.748
Br3 -1.761 1.758 -2.020
P2 -1.231 1.168 0.825
S1 -1.653 3.042 1.068
H1 -5.543 1.561 2.967
H2 -5.458 -0.167 3.459
H3 -6.269 0.308 1.989
H4 -3.759 -0.636 1.954
H5 -3.399 1.091 2.333
H6 -5.327 0.792 0.146
H7 -3.969 1.810 0.210
H8 -4.455 2.451 -2.366
H9 -4.204 -1.820 -1.801
H10 -2.495 -2.147 0.508
H11 -4.166 -4.198 -0.584
H12 -2.517 -4.647 -0.316
H13 -4.135 -5.803 1.252
H14 -2.632 -5.532 2.224
H15 -3.098 -5.739 4.450
H16 -2.951 -3.983 4.219
H17 -4.090 -4.056 6.212
H18 -5.436 -3.959 5.082
H19 -4.594 -6.516 5.790
H20 -2.160 -1.670 -3.293
H21 -3.947 -3.622 -2.420
H22 -4.598 -2.162 -4.104
H23 -3.147 -2.532 -5.116
H24 -4.447 -3.695 -4.911
H25 -1.061 -3.306 1.415
H26 1.683 -3.069 -0.258
H27 0.094 -5.682 -1.066
H28 -0.528 -1.426 0.866
H29 0.669 -1.506 -2.408
H30 -0.343 -0.334 -3.119
H31 0.886 1.342 -1.510
H32 1.901 -0.093 -1.067
H33 2.990 0.605 -2.844
H34 1.679 1.219 -3.633
H35 0.148 1.076 0.699
H36 -1.571 0.353 1.912
O9 1.009 2.150 -5.381
P3 0.367 2.556 -6.659
N5 -0.045 1.055 -7.356
C20 -0.407 0.853 -8.748
C21 -0.755 0.129 -6.479
N6 1.652 3.299 -7.487
C22 1.967 3.006 -8.875
C23 2.871 3.533 -6.718
N7 -0.821 3.511 -7.427
C24 -0.613 4.977 -7.330
C25 -2.180 3.247 -6.892
H37 -1.414 1.211 -9.004
H38 -0.375 -0.216 -8.964
H39 0.297 1.318 -9.427
H40 -1.814 0.391 -6.333
H41 -0.277 0.096 -5.500
H42 -0.716 -0.880 -6.894
H43 2.363 1.993 -9.010
H44 2.719 3.712 -9.232
H45 1.097 3.148 -9.516
H46 3.481 2.628 -6.609
H47 2.642 3.909 -5.726
H48 3.468 4.294 -7.225
H49 -0.541 5.325 -6.295
H50 -1.457 5.478 -7.804
H51 0.284 5.276 -7.860
H52 -2.247 3.411 -5.811
H53 -2.487 2.224 -7.106
H54 -2.898 3.902 -7.381
O10 0.548 -0.929 4.273
P4 1.529 -1.633 5.136
N8 2.322 -2.706 4.089
C26 3.149 -3.834 4.473
C27 2.782 -2.085 2.855
N9 0.519 -2.481 6.222
C28 0.743 -3.868 6.580
C29 -0.905 -2.188 6.145
N10 2.753 -1.362 6.274
C30 2.309 -0.683 7.513
C31 3.850 -0.548 5.692
H55 4.138 -3.549 4.859
H56 3.310 -4.462 3.594
H57 2.669 -4.465 5.211
H58 3.692 -1.483 2.964
H59 1.999 -1.439 2.460
H60 2.985 -2.853 2.102
H61 0.550 -4.555 5.745
H62 0.079 -4.144 7.402
H63 1.755 -4.021 6.952
H64 -1.397 -2.702 5.307
H65 -1.081 -1.122 6.037
H66 -1.384 -2.505 7.074
H67 1.822 0.276 7.315
H68 3.183 -0.504 8.140
H69 1.627 -1.311 8.076
H70 3.487 0.403 5.289
H71 4.351 -1.086 4.889
H72 4.604 -0.341 6.449
O11 3.912 1.941 2.819
P5 4.486 3.258 2.463
N11 5.688 3.543 3.627
C32 6.330 4.823 3.871
C33 6.607 2.432 3.861
N12 3.168 4.315 2.700
C34 3.286 5.591 3.379
C35 1.886 3.686 3.002
N13 5.122 4.138 1.155
C36 4.176 4.378 0.043
C37 6.316 3.480 0.571
H73 7.056 5.110 3.098
H74 6.869 4.765 4.818
H75 5.618 5.629 3.979
H76 7.354 2.311 3.066
H77 6.056 1.496 3.947
H78 7.142 2.585 4.800
H79 3.484 5.482 4.453
H80 2.355 6.151 3.266
H81 4.061 6.209 2.926
H82 1.804 3.371 4.050
H83 1.719 2.815 2.375
H84 1.083 4.397 2.792
H85 3.760 3.450 -0.364
H86 4.703 4.899 -0.755
H87 3.357 5.013 0.364
H88 6.113 2.457 0.237
H89 7.131 3.452 1.293
H90 6.667 4.056 -0.283

=====

[4]
14 unconnected molecules or ions with the total composition C60H159N11O22 at a distorted geometry, computed with ωB97M-V/def2-TZVPD.

Results
HOMO: -8.46 eV
ΔE to the lowest compared entry with this formula, charge and spin: 174.1 kcal per mole
HOMO-LUMO gap: 9.04 eV

Element x y z (Å)
C1 4.641 -2.407 -2.028
O1 4.490 -3.762 -1.606
C2 4.990 -4.641 -2.637
C3 4.718 -6.079 -2.254
N1 5.500 -6.540 -1.155
C4 5.268 -7.960 -0.873
C5 6.470 -8.568 -0.176
O2 6.183 -9.868 0.232
C6 5.945 -9.986 1.632
H1 5.671 -2.169 -2.388
H2 4.355 -1.711 -1.248
H3 4.017 -2.116 -2.899
H4 6.053 -4.522 -2.688
H5 4.511 -4.345 -3.560
H6 5.011 -6.735 -3.120
H7 3.657 -6.336 -2.180
H8 5.449 -5.977 -0.311
H9 5.145 -8.460 -1.816
H10 4.328 -8.120 -0.317
H11 6.851 -7.964 0.694
H12 7.302 -8.637 -0.855
H13 5.620 -10.997 1.880
H14 5.135 -9.298 1.869
H15 6.833 -9.628 2.167
C7 2.131 4.697 -1.807
O3 1.698 5.318 -2.994
C8 0.751 6.293 -2.848
C9 0.682 7.162 -4.135
N2 1.922 7.945 -4.124
C10 2.188 8.798 -5.204
C11 3.306 9.760 -4.943
O4 3.184 10.431 -3.680
C12 2.228 11.485 -3.675
H16 3.029 4.171 -2.099
H17 1.392 3.960 -1.470
H18 2.324 5.473 -1.085
H19 0.953 6.984 -2.027
H20 -0.235 5.871 -2.591
H21 -0.228 7.794 -4.080
H22 0.672 6.549 -5.034
H23 2.057 8.439 -3.258
H24 1.317 9.415 -5.521
H25 2.494 8.266 -6.118
H26 3.380 10.485 -5.733
H27 4.184 9.142 -4.843
H28 2.448 12.141 -2.788
H29 1.184 11.066 -3.701
H30 2.396 12.120 -4.549
C13 -2.234 -5.658 1.080
O5 -1.547 -5.305 2.289
C14 -1.329 -6.459 3.086
C15 -1.008 -5.968 4.507
N3 0.196 -5.165 4.562
C16 0.546 -4.859 5.966
C17 1.661 -3.858 6.040
O6 1.264 -2.597 5.616
C18 2.302 -1.589 5.730
H31 -2.310 -4.708 0.560
H32 -3.207 -6.139 1.278
H33 -1.627 -6.329 0.492
H34 -0.455 -7.012 2.718
H35 -2.180 -7.133 3.071
H36 -1.009 -6.903 5.063
H37 -1.846 -5.364 4.844
H38 -0.039 -4.211 4.240
H39 0.842 -5.749 6.567
H40 -0.372 -4.559 6.434
H41 2.529 -4.178 5.419
H42 1.967 -3.767 7.111
H43 1.885 -0.620 5.411
H44 3.062 -1.944 5.014
H45 2.890 -1.508 6.655
C19 1.123 -4.600 -0.987
O7 0.567 -4.830 -2.294
C20 0.775 -3.689 -3.110
C21 0.109 -3.949 -4.502
N4 0.698 -5.055 -5.225
C22 2.159 -4.948 -5.364
C23 2.640 -6.132 -6.155
O8 2.410 -7.297 -5.388
C24 2.805 -8.492 -6.001
H46 2.227 -4.387 -1.132
H47 0.996 -5.505 -0.403
H48 0.564 -3.776 -0.491
H49 1.847 -3.543 -3.218
H50 0.345 -2.835 -2.558
H51 0.279 -3.077 -5.148
H52 -0.936 -4.181 -4.346
H53 0.353 -5.946 -4.809
H54 2.734 -5.013 -4.425
H55 2.430 -3.986 -5.827
H56 3.745 -6.030 -6.270
H57 2.150 -6.292 -7.133
H58 2.482 -9.240 -5.307
H59 3.910 -8.627 -6.097
H60 2.406 -8.581 -7.007
C25 -5.019 0.012 1.530
O9 -5.025 1.222 0.691
C26 -4.707 0.901 -0.651
C27 -4.994 1.996 -1.685
N5 -6.476 2.113 -1.824
C28 -6.845 2.827 -3.077
C29 -6.405 4.302 -3.172
O10 -6.972 4.996 -2.035
C30 -6.301 6.253 -1.745
H61 -5.293 0.211 2.527
H62 -4.037 -0.503 1.436
H63 -5.800 -0.667 1.174
H64 -5.232 0.014 -0.984
H65 -3.620 0.658 -0.654
H66 -4.489 1.687 -2.625
H67 -4.606 2.962 -1.369
H68 -6.947 2.639 -1.083
H69 -7.905 2.814 -3.364
H70 -6.327 2.303 -3.886
H71 -6.835 4.724 -4.064
H72 -5.340 4.339 -3.133
H73 -6.531 7.081 -2.459
H74 -5.217 6.163 -1.750
H75 -6.707 6.615 -0.770
C31 -2.233 -2.269 -1.063
O11 -1.950 -1.272 -2.012
C32 -2.520 -1.527 -3.317
C33 -1.980 -0.658 -4.393
N6 -2.715 0.602 -4.384
C34 -2.129 1.540 -5.358
C35 -2.693 2.905 -5.480
O12 -2.635 3.668 -4.220
C36 -2.878 5.020 -4.469
H76 -1.762 -1.997 -0.128
H77 -1.769 -3.185 -1.444
H78 -3.304 -2.499 -0.982
H79 -3.564 -1.318 -3.299
H80 -2.416 -2.608 -3.422
H81 -2.171 -1.149 -5.342
H82 -0.934 -0.449 -4.254
H83 -3.714 0.497 -4.449
H84 -2.155 1.034 -6.294
H85 -1.061 1.653 -5.104
H86 -3.749 2.925 -5.786
H87 -2.102 3.468 -6.217
H88 -3.797 5.130 -5.098
H89 -2.073 5.409 -5.064
H90 -2.959 5.542 -3.489
C37 -6.755 -2.709 3.478
O13 -5.449 -2.218 3.602
C38 -4.428 -3.247 3.720
C39 -3.188 -2.474 4.095
N7 -3.442 -1.709 5.301
C40 -2.280 -1.119 5.900
C41 -1.505 -0.196 4.929
O14 -2.377 0.675 4.334
C42 -2.014 1.079 3.010
H91 -6.848 -3.517 2.752
H92 -7.370 -1.848 3.240
H93 -7.161 -3.155 4.404
H94 -4.209 -3.669 2.730
H95 -4.799 -3.933 4.474
H96 -2.909 -1.936 3.162
H97 -2.405 -3.263 4.284
H98 -4.160 -0.982 5.124
H99 -1.583 -1.840 6.358
H100 -2.708 -0.527 6.699
H101 -0.954 -0.828 4.211
H102 -0.729 0.312 5.535
H103 -1.139 1.729 3.049
H104 -2.884 1.614 2.607
H105 -1.770 0.204 2.398
C43 0.325 -2.529 2.343
O15 0.318 -1.421 1.400
C44 1.563 -1.172 0.877
C45 1.421 0.079 0.041
N8 0.800 -0.165 -1.298
C46 0.239 1.032 -1.881
C47 -0.844 1.747 -1.116
O16 -0.262 2.808 -0.398
C48 -1.261 3.563 0.255
H106 0.666 -3.411 1.816
H107 -0.662 -2.670 2.764
H108 1.028 -2.309 3.154
H109 1.909 -1.929 0.173
H110 2.346 -0.957 1.614
H111 2.467 0.432 -0.103
H112 0.842 0.772 0.653
H113 0.101 -0.880 -1.176
H114 -0.045 0.819 -2.919
H115 1.046 1.747 -2.006
H116 -1.368 1.110 -0.357
H117 -1.635 2.136 -1.749
H118 -0.791 4.193 0.999
H119 -1.949 2.899 0.737
H120 -1.797 4.171 -0.444
C49 4.567 -3.766 3.260
C50 6.088 -3.596 3.093
C51 6.856 -4.446 4.133
O17 6.575 -3.858 5.427
C52 7.327 -4.478 6.463
N9 6.442 -4.076 1.682
H121 4.089 -3.061 2.570
H122 4.300 -3.582 4.334
H123 4.301 -4.797 2.931
H124 6.496 -2.569 3.209
H125 7.900 -4.401 3.927
H126 6.413 -5.437 4.093
H127 7.206 -5.565 6.596
H128 7.090 -3.900 7.368
H129 8.394 -4.330 6.296
H130 6.014 -3.450 1.012
H131 7.439 -4.021 1.495
C53 2.314 3.051 1.582
C54 3.227 4.096 2.188
C55 2.541 4.968 3.230
O18 1.513 5.774 2.627
C56 0.716 6.423 3.610
N10 4.271 3.395 2.930
H132 1.573 3.651 1.058
H133 1.824 2.428 2.346
H134 2.884 2.376 0.961
H135 3.595 4.711 1.366
H136 3.240 5.557 3.782
H137 2.025 4.302 3.901
H138 0.025 7.030 3.016
H139 1.361 7.124 4.218
H140 0.220 5.721 4.302
H141 4.745 2.694 2.371
H142 4.899 4.076 3.370
C57 -3.202 5.596 2.498
C58 -4.367 6.361 3.050
C59 -5.270 6.820 1.901
O19 -4.541 7.537 0.887
C60 -4.063 8.754 1.408
N11 -5.160 5.564 3.979
H143 -2.466 5.298 3.228
H144 -2.690 6.138 1.662
H145 -3.688 4.726 2.060
H146 -3.978 7.169 3.694
H147 -6.130 7.453 2.148
H148 -5.479 5.926 1.316
H149 -4.878 9.343 1.791
H150 -3.476 9.247 0.660
H151 -3.428 8.506 2.283
H152 -4.624 5.317 4.794
H153 -5.630 4.784 3.517
O20 2.416 -0.378 -3.691
H154 1.851 -0.500 -2.923
H155 2.094 -0.909 -4.424
O21 -6.475 3.639 1.635
H156 -7.390 3.451 1.566
H157 -6.039 2.885 1.201
O22 0.430 3.380 -4.253
H158 -0.296 3.812 -3.798
H159 1.120 4.058 -4.273